(1)
This record from the Open Molecules 2025 dataset describes C2H5N2 as an isolated structure. The level of theory is ωB97M-V with the def2-TZVPD basis set.

Cartesian coordinates (Å):
N -1.465 0.091 0.189
N 1.241 0.528 0.056
C 0.915 -0.660 0.086
C -0.353 -0.242 -0.438
H -1.790 0.965 -0.116
H -0.502 -0.305 -1.587
H 1.437 -1.530 0.473
H -1.541 0.038 1.190
H 2.055 1.115 0.148

Calculated total energy in a.u.: -188.3631
HOMO-LUMO gap in eV: 11.220
Net charge: +1
Highest occupied orbital energy in eV: -16.0
ΔE to the lowest compared entry with this formula, charge and spin in eV: 1.426

(2)
This record from the Open Molecules 2025 dataset describes C2H5N2O2S as an isolated structure. The level of theory is ωB97M-V with the def2-TZVPD basis set.

Cartesian coordinates (Å):
S 1.787 0.212 -1.988
O 2.405 1.379 -2.593
O 2.675 -0.971 -1.903
N 0.310 -0.034 -2.383
N -0.577 0.837 -0.279
C 0.563 0.907 0.473
C -0.232 -0.263 0.562
H 0.263 0.828 -2.944
H 0.964 1.744 1.070
H -0.845 -0.322 1.526
H 1.581 0.447 -0.417
H 0.033 -1.245 0.126

Calculated total energy in a.u.: -737.2621
HOMO-LUMO gap (spin up / spin down) in eV: 7.975 / 7.975
Net charge: -1
Highest occupied orbital energy (spin up / spin down) in eV: -4.0 / -4.0
ΔE to the lowest compared entry with this formula, charge and spin in eV: 4.984

(3)
This record from the Open Molecules 2025 dataset describes a 2-piece molecular cluster, C2H5N2O2S overall. The level of theory is ωB97M-V with the def2-TZVPD basis set.

Cartesian coordinates (Å):
S 0.905 -2.404 -0.793
O 2.935 -0.838 -0.151
O 3.621 1.173 0.375
N -1.061 0.221 0.602
N 2.772 0.340 0.164
C 0.342 0.118 0.249
C 1.406 0.854 0.381
H 1.294 1.904 0.793
H -1.604 0.017 -0.267
H -1.270 1.180 1.005
H -1.337 -0.549 1.301
H 2.123 -2.833 -1.301

Calculated total energy in a.u.: -736.8301
HOMO-LUMO gap (spin up / spin down) in eV: 7.386 / 7.643
Net charge: +1
Highest occupied orbital energy (spin up / spin down) in eV: -13.9 / -13.5
ΔE to the lowest compared entry with this formula, charge and spin in eV: 5.878